Here is a single C21H24N2O6S molecule at a distorted geometry from the OMol25 dataset. Energies are from ωB97M-V/def2-TZVPD.

Each line ends with the natural charge from an NBO analysis.
Geometry (Å):
C1 -3.91 -2.06 1.71  -0.25
O1 -3.39 -2.06 0.40  -0.50
C2 -2.05 -2.00 0.23  0.35
C3 -1.59 -2.12 -1.08  -0.25
C4 -0.24 -2.13 -1.35  -0.16
C5 0.67 -2.00 -0.31  -0.40
S1 2.42 -2.14 -0.59  2.33
O2 2.67 -2.41 -1.98  -0.94
O3 2.96 -3.04 0.39  -0.94
N1 2.95 -0.59 -0.19  -0.70
C6 4.18 -0.52 0.59  -0.23
C7 4.34 0.88 1.16  -0.41
C8 4.39 1.90 0.02  -0.39
C9 3.15 1.77 -0.88  -0.31
C10 1.94 2.38 -0.18  0.68
O4 1.69 3.56 -0.26  -0.63
N2 1.19 1.52 0.55  -0.65
C11 -0.08 1.91 1.11  -0.25
C12 -1.26 1.48 0.28  -0.04
C13 -1.14 1.30 -1.09  -0.17
C14 -2.22 0.93 -1.89  -0.28
C15 -3.43 0.77 -1.27  0.29
C16 -3.57 0.96 0.11  0.24
C17 -2.50 1.31 0.90  -0.27
O5 -4.87 0.74 0.47  -0.49
C18 -5.54 0.38 -0.72  0.24
O6 -4.64 0.42 -1.80  -0.49
C19 2.97 0.32 -1.33  -0.23
C20 0.23 -1.85 0.99  -0.11
C21 -1.13 -1.84 1.27  -0.32
H1 -3.72 -1.10 2.21  0.18
H2 -3.51 -2.88 2.30  0.18
H3 -4.99 -2.19 1.59  0.20
H4 -2.32 -2.24 -1.87  0.23
H5 0.14 -2.25 -2.35  0.24
H6 5.04 -0.77 -0.04  0.18
H7 4.10 -1.27 1.37  0.24
H8 5.26 0.93 1.74  0.22
H9 3.50 1.11 1.82  0.21
H10 4.44 2.91 0.41  0.23
H11 5.28 1.71 -0.58  0.20
H12 3.31 2.39 -1.77  0.24
H13 1.43 0.53 0.52  0.43
H14 -0.17 1.50 2.12  0.20
H15 -0.06 3.00 1.17  0.25
H16 -0.18 1.45 -1.56  0.21
H17 -2.11 0.79 -2.95  0.23
H18 -2.62 1.46 1.96  0.22
H19 -5.94 -0.65 -0.61  0.16
H20 -6.37 1.07 -0.90  0.16
H21 3.78 0.04 -2.02  0.21
H22 2.02 0.18 -1.86  0.22
H23 0.95 -1.77 1.78  0.23
H24 -1.46 -1.73 2.29  0.23

Calculated values
- Highest occupied orbital energy: -8.162 eV
- Calculated total energy: -1773.76970 Eh
- Kohn-Sham gap: 8.7 eV
- ΔE to the lowest compared entry with this formula, charge and spin: 42.1 kcal per mole
- Spin multiplicity: 1

Here is a molecular structure, C21H24N2OP2SSc at a distorted geometry from the OMol25 dataset. Energies are from ωB97M-V/def2-TZVPD.

Each line ends with the natural charge from an NBO analysis.
Geometry (Å):
C1 -1.35 3.39 -3.37  -0.19
C2 -1.22 2.04 -3.04  -0.07
C3 0.09 1.48 -3.03  0.20
C4 1.19 2.25 -3.40  -0.04
C5 1.04 3.60 -3.69  -0.18
C6 -0.23 4.17 -3.68  -0.21
C7 2.57 1.62 -3.28  -0.37
C8 2.54 0.12 -3.47  -0.01
C9 1.39 -0.56 -3.08  0.12
C10 1.36 -1.99 -3.12  -0.05
C11 2.51 -2.66 -3.53  -0.20
C12 3.67 -1.97 -3.87  -0.19
C13 3.69 -0.58 -3.84  -0.19
H1 -2.35 3.83 -3.39  0.22
H2 1.93 4.19 -3.92  0.22
H3 -0.36 5.23 -3.91  0.23
H4 3.24 2.07 -4.02  0.24
H5 2.49 -3.75 -3.57  0.22
H6 4.57 -2.52 -4.16  0.23
H7 4.59 -0.01 -4.09  0.23
N1 0.32 0.18 -2.53  -0.91
Sc1 -0.07 -0.15 -0.67  1.86
C14 -2.44 1.21 -2.66  -0.70
H8 -2.50 0.29 -3.27  0.25
H9 -3.36 1.79 -2.82  0.25
C15 0.12 -2.76 -2.69  -0.69
H10 -0.78 -2.37 -3.19  0.25
H11 0.22 -3.83 -2.95  0.25
P1 -2.47 0.69 -0.88  0.75
P2 -0.19 -2.74 -0.85  0.72
C16 1.13 -3.83 -0.25  -0.93
H12 1.15 -3.76 0.85  0.26
H13 0.94 -4.87 -0.54  0.25
H14 2.10 -3.51 -0.64  0.27
C17 -1.69 -3.76 -0.69  -0.92
H15 -1.55 -4.74 -1.18  0.26
H16 -1.88 -3.91 0.38  0.26
H17 -2.55 -3.24 -1.13  0.25
C18 -2.80 2.27 -0.05  -0.93
H18 -3.88 2.44 0.03  0.25
H19 -2.36 2.23 0.96  0.27
H20 -2.34 3.11 -0.59  0.26
C19 -4.06 -0.18 -0.76  -0.92
H21 -4.14 -0.60 0.26  0.26
H22 -4.89 0.52 -0.93  0.26
H23 -4.10 -1.00 -1.48  0.25
C20 3.03 1.89 -1.92  0.48
O1 2.59 1.45 -0.88  -0.52
H24 3.84 2.59 -2.16  0.14
S1 0.68 2.38 3.35  0.01
C21 0.38 1.48 2.09  0.21
N2 0.14 0.79 1.13  -0.95

Calculated values
- Highest occupied orbital energy: -10.705 eV
- Calculated total energy: -2840.89100 Eh
- Total charge: +1
- Kohn-Sham gap: 7.1 eV
- ΔE to the lowest compared entry with this formula, charge and spin: 7.7 kcal per mole
- Spin multiplicity: 1